Entry 1:
{
  "formula": "C28H42CaClO18",
  "method": "ωB97M-V with the def2-TZVPD basis set",
  "symbols": ["Ca", "Cl", "O", "O", "O", "O", "O", "C", "O", "C", "C", "C", "H", "H", "H", "H", "H", "H", "O", "C", "O", "C", "C", "C", "H", "H", "H", "H", "H", "H", "O", "C", "O", "C", "C", "C", "H", "H", "H", "H", "H", "H", "O", "C", "O", "C", "C", "C", "H", "H", "H", "H", "H", "H", "O", "C", "O", "C", "C", "C", "H", "H", "H", "H", "H", "H", "O", "C", "O", "C", "C", "C", "H", "H", "H", "H", "H", "H", "O", "C", "O", "C", "C", "C", "H", "H", "H", "H", "H", "H"],
  "positions_angstrom": [[-0.008, 0.046, 0.592], [-1.574, 2.447, 3.525], [-1.340, 1.311, 4.320], [-1.144, 2.176, 2.196], [-2.949, 2.897, 3.750], [-0.780, 3.566, 3.926], [-1.264, 1.698, -1.002], [-1.966, 1.820, -2.022], [-3.238, 1.486, -2.012], [-3.930, 1.941, -3.090], [-2.952, 2.919, -3.793], [-1.608, 2.467, -3.323], [-4.863, 2.424, -2.802], [-4.201, 1.149, -3.788], [-3.122, 3.981, -3.615], [-2.924, 2.776, -4.873], [-0.790, 3.184, -3.258], [-1.171, 1.637, -3.877], [-2.207, -0.776, 1.006], [-3.440, -0.859, 1.097], [-4.028, -1.985, 1.686], [-5.427, -1.762, 1.923], [-5.607, -0.296, 1.521], [-4.502, -0.029, 0.494], [-5.726, -1.971, 2.950], [-5.973, -2.455, 1.282], [-5.492, 0.335, 2.403], [-6.612, -0.047, 1.182], [-4.210, 1.021, 0.507], [-4.765, -0.403, -0.496], [1.372, 0.875, -1.130], [1.952, 1.400, -2.075], [1.278, 1.754, -3.120], [2.017, 2.428, -4.083], [3.227, 2.923, -3.320], [3.299, 1.993, -2.093], [1.390, 3.211, -4.509], [2.323, 1.723, -4.856], [3.054, 3.974, -3.086], [4.063, 2.798, -4.009], [3.543, 2.632, -1.245], [3.986, 1.148, -2.107], [-0.032, -1.404, 2.434], [-0.169, -2.467, 3.026], [0.622, -3.487, 2.777], [0.035, -4.674, 3.227], [-1.015, -4.285, 4.251], [-1.201, -2.846, 4.095], [0.674, -5.438, 3.669], [-0.457, -5.191, 2.403], [-0.765, -4.581, 5.270], [-1.982, -4.777, 4.146], [-0.893, -2.435, 5.056], [-2.209, -2.558, 3.796], [1.631, 0.909, 2.063], [2.404, 1.812, 2.486], [3.395, 1.531, 3.432], [4.040, 2.729, 3.925], [3.943, 3.656, 2.752], [2.575, 3.308, 2.131], [5.085, 2.558, 4.183], [3.546, 2.991, 4.861], [4.771, 3.540, 2.053], [4.033, 4.692, 3.080], [2.623, 3.428, 1.049], [1.811, 3.955, 2.564], [2.067, -1.476, 0.620], [3.228, -1.460, 0.373], [4.105, -1.003, 1.298], [5.434, -1.337, 0.897], [5.398, -1.409, -0.638], [4.015, -1.934, -0.927], [5.814, -2.232, 1.389], [6.117, -0.543, 1.200], [6.191, -2.074, -0.981], [5.575, -0.384, -0.962], [4.063, -3.020, -1.008], [3.607, -1.578, -1.872], [-0.505, -1.261, -1.307], [-1.208, -1.753, -2.165], [-1.605, -0.981, -3.226], [-2.079, -1.744, -4.319], [-2.082, -3.181, -3.854], [-1.716, -3.168, -2.344], [-1.407, -1.680, -5.176], [-3.124, -1.449, -4.416], [-1.384, -3.880, -4.315], [-3.073, -3.634, -3.893], [-0.980, -3.938, -2.111], [-2.610, -3.402, -1.765]],
  "atomic_forces_ev_per_a": [[0.225, -0.166, -0.152], [0.979, -2.347, -0.731], [-0.251, -0.126, 0.709], [-1.409, 0.138, -0.673], [0.688, 0.368, -0.688], [0.035, 1.829, 1.271], [-1.378, -0.270, -1.840], [2.446, 0.823, 2.878], [0.274, -1.460, 2.397], [-0.843, 1.677, -2.913], [-0.186, 0.105, -1.653], [0.791, -0.650, 0.906], [0.143, -0.001, 0.294], [0.111, -0.349, 0.175], [-0.168, -0.163, 0.290], [-0.695, 0.211, -0.059], [-0.426, 0.149, 0.335], [-0.242, -0.109, -0.469], [-3.064, -0.104, 0.371], [2.189, -2.538, -0.388], [1.705, 1.514, 0.057], [-0.453, 0.410, -0.844], [-1.145, 0.240, 0.164], [-0.592, 0.764, 1.427], [0.479, 0.027, 0.029], [-0.045, 0.057, -0.094], [0.386, 0.049, 0.042], [0.037, -0.276, -0.249], [0.004, -0.146, -0.514], [0.204, 0.109, -0.050], [1.324, -0.183, -0.799], [-1.655, 0.745, 3.162], [-2.308, -1.269, -0.559], [0.841, 0.278, -0.838], [0.635, -0.224, -1.088], [0.918, 0.759, -0.486], [0.114, -0.074, -0.025], [-0.252, 0.003, -0.176], [0.473, -0.129, 0.381], [0.312, 0.483, 0.400], [-0.326, -0.606, 0.426], [0.487, 0.278, -0.341], [-0.327, -1.107, 1.064], [-0.500, 1.858, -0.134], [0.962, -0.034, -0.528], [-1.410, -2.325, 0.583], [-1.074, -2.144, 0.859], [0.616, 1.677, -0.145], [0.860, 0.687, -0.243], [0.141, 0.251, -0.392], [0.529, 0.233, -0.057], [0.171, -0.386, -0.597], [-0.285, 0.989, -0.310], [0.215, 0.324, 0.095], [2.577, 3.508, 1.465], [0.263, -1.806, 0.657], [-1.865, -0.717, -1.244], [0.288, -0.495, -0.178], [-0.410, 1.136, 0.116], [0.695, -0.419, -0.208], [-0.129, -0.618, -0.119], [-0.264, 0.439, -0.250], [-0.089, -0.480, -0.013], [-0.332, 0.092, -0.060], [-0.475, -0.009, 0.028], [-0.316, -0.324, -0.136], [-1.213, 0.047, -0.566], [1.407, -0.367, -0.719], [-0.051, -0.514, -0.484], [1.060, 0.519, -0.317], [0.687, -0.111, 0.876], [-0.309, 0.439, 0.851], [-0.518, -0.274, -0.025], [-0.265, 0.122, 0.198], [-0.010, 0.261, -0.231], [-0.101, -0.135, -0.498], [-0.382, -0.069, 0.331], [-0.390, 0.154, 0.302], [-0.940, -0.764, -0.485], [0.392, 0.708, -0.120], [1.232, 0.116, 1.349], [-0.676, -1.071, 0.255], [-0.273, -1.865, 1.368], [0.016, 0.212, -0.837], [-0.440, 0.769, -0.085], [0.277, 0.316, -0.983], [-0.076, 0.452, -0.560], [0.079, 0.062, -0.556], [0.139, 0.369, 0.214], [0.150, 0.467, 0.386]],
  "multiplicity": 2,
  "e_tot_ha": -3583.614937,
  "charge": 2,
  "homo_energy_ev": [-14.608, -14.608],
  "molar_mass_g_mol": 742.2,
  "fmax_ev_per_a": 4.593
}

---

Entry 2:
{
  "formula": "C30H47BI2NO4P",
  "method": "ωB97M-V with the def2-TZVPD basis set",
  "symbols": ["C", "C", "P", "C", "C", "C", "C", "C", "C", "C", "C", "B", "O", "O", "C", "C", "O", "C", "C", "C", "C", "C", "C", "C", "I", "C", "C", "I", "O", "H", "H", "H", "H", "H", "H", "H", "H", "H", "H", "H", "H", "H", "H", "H", "H", "H", "H", "H", "H", "H", "H", "H", "H", "H", "H", "H", "C", "C", "C", "N", "C", "C", "C", "C", "C", "C", "H", "H", "H", "H", "H", "H", "H", "H", "H", "H", "H", "H", "H", "H", "H", "H", "H", "H", "H", "H"],
  "positions_angstrom": [[-0.705, 0.117, 1.259], [-0.368, 0.982, 0.459], [0.554, 2.257, -0.669], [1.895, 2.610, 0.621], [2.396, 1.357, 1.387], [1.912, 1.215, 2.829], [1.841, -0.078, 3.337], [1.457, -0.344, 4.634], [1.133, 0.737, 5.432], [1.159, 2.025, 4.968], [1.556, 2.253, 3.657], [1.302, 3.407, -2.076], [2.204, 4.467, -1.867], [0.958, 3.151, -3.418], [2.030, 3.330, -4.335], [3.288, 2.495, -3.999], [-0.685, 1.800, -1.842], [-1.838, 2.577, -1.626], [-2.451, 2.968, -2.969], [-3.642, 2.464, -3.294], [-1.790, 3.603, -0.417], [-2.672, 3.317, 0.800], [-3.186, 4.221, 1.632], [-1.889, 5.149, -0.703], [-0.134, 6.317, -0.263], [-2.978, 5.787, -1.154], [-4.276, 5.049, -1.438], [-3.020, 7.889, -1.465], [-0.432, 3.474, 0.092], [-0.939, -0.702, 1.904], [1.302, 1.129, -1.217], [2.782, 3.080, 0.175], [1.468, 3.360, 1.296], [3.497, 1.420, 1.453], [2.177, 0.413, 0.870], [2.093, -0.921, 2.690], [1.440, -1.367, 5.002], [0.847, 0.559, 6.470], [0.879, 2.884, 5.571], [1.598, 3.278, 3.294], [1.786, 5.248, -2.258], [2.302, 4.385, -4.491], [1.678, 2.977, -5.319], [3.947, 3.139, -3.401], [3.049, 1.580, -3.448], [3.848, 2.269, -4.917], [-2.542, 1.809, -1.241], [-1.926, 3.608, -3.680], [-3.973, 2.337, -4.323], [-4.302, 2.227, -2.455], [-2.861, 2.265, 1.040], [-2.741, 5.194, 1.845], [-4.104, 3.985, 2.175], [-4.287, 4.799, -2.503], [-5.093, 5.775, -1.309], [-4.440, 4.187, -0.792], [0.859, -8.089, 1.354], [1.235, -6.752, 1.991], [0.204, -5.636, 1.898], [-0.050, -5.025, 0.518], [1.151, -5.158, -0.393], [1.004, -4.379, -1.691], [0.729, -2.909, -1.421], [-0.495, -2.760, -0.535], [-0.352, -3.546, 0.747], [-1.255, -5.689, -0.071], [0.656, -8.012, 0.285], [1.682, -8.794, 1.470], [-0.020, -8.518, 1.837], [2.203, -6.419, 1.615], [1.396, -6.935, 3.057], [0.545, -4.820, 2.533], [-0.760, -5.963, 2.287], [2.010, -4.784, 0.165], [1.289, -6.213, -0.614], [1.925, -4.485, -2.267], [0.211, -4.805, -2.313], [0.584, -2.370, -2.357], [1.597, -2.457, -0.929], [-1.393, -3.064, -1.082], [-0.629, -1.707, -0.286], [-1.260, -3.494, 1.348], [0.480, -3.144, 1.327], [-2.100, -5.507, 0.589], [-1.064, -6.756, -0.153], [-1.464, -5.273, -1.050]],
  "atomic_forces_ev_per_a": [[0.140, 0.425, -0.843], [0.399, -1.081, 1.263], [0.843, -0.578, -0.350], [0.054, -0.589, 0.315], [0.212, 0.788, 0.623], [0.148, -0.734, -0.960], [0.134, -0.699, -0.137], [0.218, 0.181, -0.313], [-0.553, -0.504, 1.748], [0.156, 0.484, -0.622], [0.067, 0.848, -0.029], [-0.094, 0.453, -0.540], [-0.447, -0.297, 0.184], [0.893, 0.090, 0.687], [0.083, -0.562, -1.174], [0.188, 1.093, 0.068], [-0.315, 1.902, 0.747], [-2.295, -1.170, 0.386], [0.036, 0.123, 0.034], [0.220, 0.158, 0.139], [3.339, 1.389, 1.383], [-0.489, -0.560, -0.563], [-0.061, 0.123, 0.382], [-0.120, 0.523, -0.783], [-0.547, -0.523, 0.018], [0.370, -0.772, 0.415], [-0.224, 1.542, -0.524], [-0.390, -0.541, -0.100], [-0.936, -0.585, -0.906], [-0.134, 0.316, 0.097], [0.045, -0.035, 0.156], [-0.461, -0.028, -0.315], [0.179, -0.213, -0.038], [-0.231, -0.094, -0.066], [-0.098, 0.300, -0.102], [0.007, 0.229, -0.021], [-0.067, 0.188, 0.075], [-0.004, 0.014, -0.187], [0.030, -0.298, 0.137], [-0.054, -0.200, 0.010], [0.408, 0.049, -0.104], [-0.055, -0.179, 0.283], [-0.250, 0.127, 0.341], [-0.083, -0.485, 0.149], [-0.040, 0.141, -0.178], [-0.242, -0.140, 0.164], [-0.258, 0.538, -0.018], [0.532, -0.683, 0.085], [-0.323, 0.695, 0.242], [0.133, -0.933, -0.483], [-0.458, 0.176, -0.763], [-0.535, 0.177, -0.870], [0.765, -0.328, 0.657], [-0.107, -0.230, 0.301], [0.055, -0.377, 0.210], [0.205, 0.051, -0.211], [-0.014, 0.025, 0.041], [-0.021, -0.364, -0.195], [0.399, 0.070, 0.188], [-0.169, 0.024, 0.390], [-0.014, 0.037, -0.278], [-0.064, 0.202, -0.074], [0.056, 0.012, -0.038], [-0.126, 0.027, -0.377], [0.020, 0.256, -0.212], [0.182, 0.056, -0.127], [0.009, -0.036, -0.003], [-0.046, -0.024, 0.016], [-0.008, 0.007, -0.050], [-0.035, 0.067, 0.011], [-0.083, 0.174, 0.019], [-0.027, 0.050, -0.091], [-0.028, 0.022, -0.115], [-0.051, -0.005, 0.049], [0.020, -0.033, 0.218], [0.037, -0.170, 0.125], [0.021, -0.032, 0.030], [-0.001, 0.038, 0.051], [-0.031, 0.034, -0.002], [-0.016, 0.004, 0.031], [-0.077, 0.052, 0.175], [0.068, -0.108, 0.088], [0.010, -0.077, 0.010], [0.018, -0.009, -0.014], [-0.015, 0.009, 0.012], [-0.001, -0.009, 0.022]],
  "e_tot_ha": -2488.367094,
  "homo_energy_ev": -6.550,
  "molar_mass_g_mol": 781.3,
  "fmax_ev_per_a": 3.872
}